# 1
This record from OMol25 describes a cluster of 14 separate species, C42H117N5O14 in total at a distorted geometry. The level of theory is ωB97M-V with the def2-TZVPD basis set.

Kohn-Sham gap   9.43 eV
Highest occupied orbital energy   -9.01 eV
Lowest unoccupied orbital energy   0.4 eV
E_tot   -81561.962 eV

Last column: Löwdin charge in e.
Geometry (Å):
C: -16.582 -7.587 20.392  -0.05
C: -17.358 -6.296 20.051  -0.49
C: -18.869 -6.528 20.072  -0.04
O: -17.035 -5.243 20.912  -0.07
H: -16.938 -8.356 19.699  0.08
H: -16.784 -7.926 21.436  0.09
H: -15.492 -7.557 20.275  0.08
H: -17.052 -5.975 19.052  0.11
H: -19.109 -7.232 19.310  0.06
H: -19.475 -5.629 19.967  0.06
H: -19.151 -6.988 21.033  0.09
H: -17.399 -5.430 21.802  0.12
C: -15.587 -2.925 18.400  -0.07
C: -15.281 -2.403 19.741  -0.49
C: -16.468 -1.794 20.524  -0.03
O: -14.584 -3.430 20.477  -0.07
H: -14.740 -3.455 17.922  0.10
H: -16.080 -2.138 17.790  0.08
H: -16.354 -3.660 18.512  0.03
H: -14.457 -1.638 19.689  0.15
H: -17.174 -2.615 20.716  0.07
H: -16.939 -1.056 19.951  0.04
H: -16.029 -1.399 21.471  0.10
H: -15.234 -4.078 20.794  0.06
C: -23.472 3.050 15.073  -0.07
C: -23.671 3.618 13.657  -0.48
C: -22.423 3.321 12.821  -0.06
O: -24.667 2.744 13.100  -0.09
H: -22.608 3.481 15.619  0.06
H: -23.415 1.958 14.962  0.07
H: -24.436 3.239 15.592  0.08
H: -24.009 4.664 13.607  0.14
H: -22.549 3.754 11.794  0.10
H: -22.377 2.250 12.736  0.05
H: -21.549 3.691 13.388  0.08
H: -25.561 3.089 13.324  0.10
C: -15.640 -7.241 15.871  -0.05
C: -16.605 -6.100 15.780  -0.53
C: -16.060 -5.000 14.970  -0.07
O: -17.792 -6.639 15.209  -0.07
H: -15.689 -7.867 16.788  0.08
H: -14.601 -6.850 15.777  0.09
H: -15.903 -7.866 15.000  0.09
H: -16.828 -5.754 16.839  0.12
H: -15.909 -5.283 13.924  0.10
H: -15.205 -4.622 15.432  0.04
H: -16.743 -4.100 15.028  0.10
H: -18.373 -6.038 14.718  0.04
C: -20.847 0.578 15.905  -0.05
C: -19.692 -0.059 16.597  -0.40
C: -20.085 -1.571 16.869  -0.17
O: -18.856 -2.157 17.295  -0.19
C: -19.059 -3.519 17.625  -0.07
N: -18.499 0.062 15.802  0.08
H: -21.050 0.027 14.977  0.07
H: -20.618 1.560 15.554  0.05
H: -21.791 0.656 16.447  0.09
H: -19.443 0.312 17.597  0.11
H: -20.466 -2.041 15.953  0.10
H: -20.917 -1.695 17.590  0.11
H: -19.536 -4.005 16.795  0.08
H: -19.867 -3.637 18.363  0.07
H: -18.173 -3.930 17.969  0.04
H: -17.649 -0.399 16.139  0.10
H: -18.592 -0.349 14.883  0.07
C: -22.551 -4.270 19.029  -0.06
C: -23.855 -4.627 19.650  -0.44
C: -23.882 -5.984 20.302  -0.22
O: -23.406 -7.002 19.481  -0.21
C: -23.453 -8.287 20.015  -0.10
N: -24.160 -3.614 20.647  0.05
H: -22.281 -4.833 18.107  0.07
H: -21.760 -4.515 19.716  0.07
H: -22.558 -3.203 18.845  0.07
H: -24.628 -4.613 18.849  0.15
H: -24.897 -6.217 20.730  0.14
H: -23.156 -5.952 21.164  0.15
H: -24.420 -8.541 20.470  0.10
H: -22.700 -8.427 20.755  0.08
H: -23.196 -8.976 19.192  0.10
H: -24.584 -3.977 21.488  0.08
H: -24.761 -2.852 20.347  0.10
C: -14.111 -2.333 11.199  -0.06
C: -12.898 -2.334 12.119  -0.39
C: -13.219 -2.393 13.623  -0.23
O: -13.772 -1.185 14.038  -0.16
C: -13.924 -1.188 15.434  -0.11
N: -11.934 -3.452 11.831  0.03
H: -14.746 -1.507 11.424  0.07
H: -14.700 -3.177 11.450  0.05
H: -13.874 -2.393 10.145  0.08
H: -12.284 -1.425 11.899  0.15
H: -12.291 -2.608 14.135  0.11
H: -13.910 -3.255 13.758  0.12
H: -12.985 -1.494 15.948  0.10
H: -14.729 -1.837 15.809  0.07
H: -14.110 -0.172 15.815  0.08
H: -11.226 -3.163 11.185  0.05
H: -12.327 -4.336 11.549  0.06
C: -17.909 -3.109 12.442  -0.04
C: -18.969 -3.166 13.485  -0.45
C: -20.046 -2.155 13.127  -0.19
O: -19.385 -0.881 12.998  -0.20
C: -20.114 -0.019 12.137  -0.09
N: -19.489 -4.511 13.729  0.07
H: -18.485 -2.991 11.529  0.09
H: -17.282 -4.007 12.468  0.07
H: -17.306 -2.209 12.593  0.09
H: -18.701 -2.917 14.485  0.11
H: -20.774 -2.106 13.939  0.08
H: -20.572 -2.385 12.188  0.13
H: -20.569 -0.539 11.296  0.09
H: -19.494 0.723 11.710  0.06
H: -20.898 0.585 12.596  0.07
H: -20.233 -4.448 14.423  0.06
H: -19.890 -4.857 12.882  0.08
C: -19.713 4.266 17.237  -0.02
C: -20.932 4.393 18.208  -0.42
C: -20.644 5.030 19.535  -0.20
O: -21.767 4.811 20.424  -0.19
C: -21.486 5.278 21.681  -0.15
N: -22.032 5.036 17.517  0.04
H: -19.712 3.390 16.620  0.03
H: -18.812 4.363 17.820  0.06
H: -19.797 5.134 16.551  0.09
H: -21.192 3.370 18.477  0.13
H: -20.474 6.101 19.426  0.13
H: -19.715 4.608 19.950  0.13
H: -21.112 6.313 21.593  0.09
H: -20.685 4.708 22.155  0.09
H: -22.456 5.272 22.216  0.10
H: -22.779 5.109 18.209  0.08
H: -21.873 6.001 17.289  0.07
C: -15.584 1.358 17.868  -0.07
C: -16.749 1.902 18.728  -0.28
O: -16.560 3.302 18.982  -0.07
H: -14.624 1.744 18.238  0.09
H: -15.758 1.768 16.891  0.05
H: -15.518 0.283 17.833  0.04
H: -16.674 1.473 19.706  0.09
H: -17.724 1.690 18.244  0.10
H: -16.510 3.725 18.152  0.04
C: -17.785 3.084 12.755  -0.08
C: -18.048 3.483 14.209  -0.30
O: -17.368 2.688 15.225  -0.13
H: -16.675 2.936 12.595  0.10
H: -18.183 3.780 12.021  0.07
H: -18.257 2.150 12.493  0.03
H: -19.130 3.629 14.431  0.08
H: -17.614 4.502 14.358  0.11
H: -17.835 1.878 15.504  0.02
C: -23.648 -2.658 14.016  -0.07
C: -23.515 -3.552 15.271  -0.30
O: -22.413 -4.458 15.084  -0.10
H: -22.866 -1.930 14.008  0.03
H: -24.643 -2.166 14.132  0.09
H: -23.618 -3.353 13.181  0.08
H: -24.515 -4.000 15.290  0.11
H: -23.389 -2.941 16.117  0.08
H: -22.315 -5.053 15.839  0.03
C: -21.067 0.329 20.055  -0.08
C: -20.953 -0.957 20.942  -0.30
O: -22.268 -1.289 21.326  -0.09
H: -20.131 0.818 19.857  0.04
H: -21.637 1.056 20.684  0.09
H: -21.544 0.083 19.085  0.06
H: -20.388 -0.685 21.849  0.11
H: -20.475 -1.699 20.329  0.09
H: -22.414 -2.202 21.113  0.02
C: -20.657 -8.759 16.560  -0.08
C: -21.738 -7.844 16.037  -0.30
O: -21.845 -6.678 16.842  -0.14
H: -20.522 -9.657 15.936  0.09
H: -20.797 -9.032 17.588  0.06
H: -19.680 -8.311 16.499  0.05
H: -22.765 -8.351 15.914  0.14
H: -21.446 -7.433 15.064  0.11
H: -22.271 -6.874 17.713  0.07

# 2
This record from OMol25 describes a cluster of 12 separate species, C42H117N9O15 in total at a distorted geometry. The level of theory is ωB97M-V with the def2-TZVPD basis set.

Kohn-Sham gap   9.26 eV
Highest occupied orbital energy   -8.80 eV
Lowest unoccupied orbital energy   0.5 eV
E_tot   -89566.541 eV
Energy relative to the best compared isomer or geometry (same formula, charge and spin)   266.8 kJ/mol

Last column: Löwdin charge in e.
Geometry (Å):
C: 7.311 1.249 -2.281  -0.12
O: 6.686 2.470 -2.208  -0.16
C: 5.823 2.569 -1.152  -0.25
C: 5.452 4.044 -0.994  -0.43
C: 6.686 4.898 -0.936  -0.05
N: 4.609 4.136 0.232  0.04
H: 7.843 1.289 -3.220  0.10
H: 6.565 0.517 -2.297  0.05
H: 8.077 1.001 -1.524  0.10
H: 4.863 1.995 -1.195  0.13
H: 6.354 2.289 -0.235  0.13
H: 4.736 4.303 -1.819  0.13
H: 7.167 4.553 -0.017  0.09
H: 6.320 5.907 -0.731  0.08
H: 7.296 4.809 -1.824  0.08
H: 4.952 3.499 0.981  0.07
H: 4.672 5.014 0.673  0.05
C: -0.390 -5.344 3.478  -0.11
O: -0.393 -5.121 4.889  -0.17
C: -1.702 -5.100 5.348  -0.27
C: -2.236 -3.696 5.456  -0.51
C: -1.475 -2.859 6.467  -0.07
N: -3.612 -3.754 5.821  0.03
H: -1.178 -4.768 2.995  0.06
H: -0.526 -6.441 3.145  0.11
H: 0.612 -5.147 3.070  0.06
H: -2.406 -5.713 4.745  0.11
H: -1.822 -5.616 6.371  0.15
H: -2.056 -3.242 4.461  0.13
H: -1.627 -1.713 6.199  0.11
H: -0.372 -2.968 6.582  0.08
H: -1.939 -3.020 7.456  0.07
H: -4.250 -4.056 5.090  0.06
H: -3.964 -2.806 6.120  0.10
C: 2.699 -1.554 -2.222  -0.07
O: 3.756 -0.559 -2.401  -0.19
C: 3.385 0.476 -3.315  -0.22
C: 3.712 0.205 -4.780  -0.44
C: 5.180 -0.208 -4.962  -0.02
N: 3.233 1.401 -5.410  0.05
H: 2.702 -2.293 -3.070  0.10
H: 1.651 -1.215 -2.122  0.08
H: 3.001 -2.091 -1.304  0.08
H: 2.355 0.730 -3.157  0.09
H: 3.835 1.431 -3.043  0.10
H: 3.207 -0.745 -5.195  0.13
H: 5.449 -0.043 -5.989  0.08
H: 5.267 -1.249 -4.677  0.08
H: 5.726 0.396 -4.303  0.03
H: 3.501 1.531 -6.369  0.08
H: 2.292 1.682 -5.150  0.06
C: -2.633 -3.343 -4.400  -0.12
O: -3.747 -3.020 -3.555  -0.20
C: -3.836 -1.604 -3.277  -0.20
C: -4.421 -1.246 -1.931  -0.40
C: -4.671 0.229 -1.773  -0.05
N: -3.601 -1.739 -0.767  0.06
H: -1.642 -3.034 -4.080  0.08
H: -2.824 -3.012 -5.411  0.08
H: -2.616 -4.469 -4.474  0.10
H: -2.754 -1.249 -3.442  0.12
H: -4.388 -1.071 -4.119  0.14
H: -5.308 -1.879 -1.753  0.15
H: -3.791 0.888 -1.842  0.07
H: -5.092 0.292 -0.749  0.08
H: -5.417 0.578 -2.485  0.08
H: -3.590 -2.757 -0.759  0.05
H: -2.577 -1.489 -0.970  0.09
C: -5.428 4.927 1.078  -0.12
O: -4.160 4.710 0.565  -0.21
C: -3.107 4.361 1.495  -0.16
C: -1.864 3.956 0.655  -0.37
C: -1.177 5.253 0.134  -0.04
N: -2.177 2.978 -0.454  0.08
H: -5.560 4.370 1.972  0.07
H: -6.257 4.672 0.350  0.11
H: -5.570 5.975 1.205  0.07
H: -2.915 5.096 2.217  0.11
H: -3.473 3.440 1.961  0.11
H: -1.271 3.430 1.399  0.09
H: -0.860 6.016 0.909  0.10
H: -1.896 5.712 -0.571  0.08
H: -0.226 5.063 -0.390  0.06
H: -2.865 3.363 -1.089  0.07
H: -2.454 2.081 -0.048  0.06
C: -0.863 2.564 4.540  -0.12
O: -0.248 3.535 3.752  -0.19
C: 0.721 2.983 2.896  -0.26
C: 2.101 2.735 3.467  -0.38
C: 2.673 4.090 4.027  -0.05
N: 3.017 2.147 2.416  0.07
H: -0.369 2.252 5.437  0.07
H: -1.020 1.654 3.900  0.09
H: -1.852 2.953 4.831  0.09
H: 0.313 2.006 2.472  0.11
H: 0.737 3.726 2.107  0.11
H: 1.898 2.003 4.286  0.14
H: 2.781 4.861 3.279  0.06
H: 3.727 3.845 4.410  0.10
H: 2.027 4.369 4.828  0.05
H: 2.854 1.165 2.217  0.04
H: 2.969 2.697 1.584  0.02
C: 0.600 -0.157 -5.547  -0.10
O: 0.078 1.143 -5.274  -0.20
C: -1.236 1.118 -4.692  -0.19
C: -1.918 2.437 -5.019  -0.41
C: -2.074 2.650 -6.547  -0.06
N: -1.242 3.629 -4.531  0.05
H: -0.069 -0.881 -6.043  0.10
H: 1.014 -0.558 -4.561  0.10
H: 1.450 0.038 -6.170  0.06
H: -1.843 0.275 -4.990  0.10
H: -1.102 1.157 -3.619  0.10
H: -2.983 2.381 -4.673  0.15
H: -1.096 2.796 -6.971  0.06
H: -2.823 3.434 -6.769  0.09
H: -2.350 1.735 -7.055  0.07
H: -0.350 3.836 -4.954  0.07
H: -1.199 3.865 -3.546  0.06
C: -1.811 -4.829 -0.822  -0.10
O: -2.883 -4.623 0.085  -0.23
C: -3.823 -5.724 -0.010  -0.16
C: -4.897 -5.496 1.137  -0.38
C: -5.820 -4.341 0.797  -0.06
N: -4.156 -5.342 2.421  0.06
H: -2.093 -5.155 -1.824  0.08
H: -1.114 -5.520 -0.386  0.08
H: -1.225 -3.902 -0.891  0.09
H: -4.287 -5.753 -0.969  0.11
H: -3.260 -6.674 0.194  0.13
H: -5.486 -6.399 1.143  0.12
H: -6.086 -4.356 -0.279  0.09
H: -5.198 -3.456 0.807  0.05
H: -6.733 -4.277 1.346  0.07
H: -4.035 -6.288 2.751  0.06
H: -3.238 -4.935 2.276  0.04
C: 5.259 -0.894 0.777  -0.09
O: 4.254 -1.822 1.170  -0.24
C: 4.560 -2.312 2.463  -0.20
C: 3.349 -2.990 3.152  -0.47
C: 3.854 -3.646 4.389  -0.06
N: 2.804 -3.952 2.243  0.03
H: 6.260 -1.257 1.017  0.09
H: 5.115 0.037 1.322  0.08
H: 5.137 -0.718 -0.301  0.08
H: 5.359 -3.092 2.400  0.14
H: 4.973 -1.443 3.039  0.14
H: 2.586 -2.249 3.315  0.13
H: 4.249 -2.848 4.978  0.08
H: 4.600 -4.400 4.124  0.09
H: 3.040 -4.101 4.949  0.08
H: 2.543 -3.447 1.371  0.08
H: 3.467 -4.744 1.993  0.12
O: 0.466 1.757 -1.833  -0.13
C: 1.519 2.560 -1.232  -0.20
C: 2.126 3.551 -2.211  -0.26
O: 1.206 4.348 -2.848  -0.04
H: -0.355 2.309 -1.577  0.08
H: 1.159 2.996 -0.313  0.10
H: 2.303 1.862 -0.928  0.10
H: 2.710 3.032 -2.968  0.09
H: 2.909 4.167 -1.726  0.10
H: 0.627 3.802 -3.386  0.03
O: -6.447 -0.600 1.953  -0.03
C: -5.660 -0.068 2.941  -0.32
C: -4.312 0.306 2.453  -0.28
O: -3.694 -0.863 1.960  -0.14
H: -6.368 -1.563 1.910  0.08
H: -6.168 0.827 3.339  0.12
H: -5.516 -0.615 3.926  0.14
H: -3.667 0.794 3.256  0.13
H: -4.440 0.989 1.599  0.10
H: -3.690 -0.983 0.945  0.06
O: 1.843 -0.189 0.806  -0.08
C: 0.665 -0.779 1.370  -0.23
C: -0.547 -0.141 0.788  -0.25
O: -0.704 -0.548 -0.558  -0.11
H: 2.606 -0.803 0.873  0.06
H: 0.473 -1.796 1.099  0.10
H: 0.675 -0.849 2.505  0.13
H: -0.570 0.967 0.783  0.10
H: -1.518 -0.482 1.249  0.12
H: -0.074 -0.069 -1.123  0.05